Density functional theory data (the ωB97M-V functional and the def2-TZVPD basis) for a structure of composition C34H36AuBN8S in a non-equilibrium geometry.

XYZ file:
```
81
Properties=species:S:1:pos:R:3:lowdin_charge:R:1
Au -0.039 -0.004 -0.216 0.90
C -1.222 -2.282 -5.056 0.01
C -1.218 -2.243 -3.569 -0.23
C -1.766 -3.160 -2.694 0.06
C -1.542 -2.666 -1.400 -0.18
N -0.834 -1.529 -1.529 0.02
N -0.659 -1.261 -2.830 0.03
B 0.074 -0.009 -3.352 -0.50
N 1.554 -0.007 -2.899 0.06
N 1.941 0.001 -1.634 0.10
C 3.324 0.005 -1.654 -0.14
C 3.763 -0.002 -2.996 0.06
C 2.636 -0.009 -3.757 -0.20
C 2.529 -0.017 -5.237 0.01
C 4.193 0.017 -0.516 -0.13
C 3.685 0.029 0.793 -0.01
C 4.524 0.038 1.882 -0.04
C 5.902 0.037 1.688 -0.01
C 6.428 0.027 0.394 -0.03
C 5.592 0.017 -0.697 0.01
N -0.658 1.245 -2.835 0.03
N -0.827 1.521 -1.534 0.02
C -1.531 2.661 -1.408 -0.18
C -1.759 3.148 -2.704 0.06
C -1.218 2.226 -3.576 -0.23
C -1.226 2.257 -5.064 0.01
C -1.976 3.272 -0.155 -0.16
C -2.627 4.510 -0.186 -0.01
C -3.071 5.102 0.981 -0.05
C -2.880 4.473 2.203 -0.06
C -2.240 3.242 2.248 -0.08
C -1.794 2.652 1.082 -0.06
C -1.995 -3.267 -0.144 -0.16
C -2.639 -4.508 -0.169 -0.01
C -3.091 -5.090 1.001 -0.05
C -2.914 -4.447 2.218 -0.06
C -2.282 -3.213 2.255 -0.08
C -1.828 -2.632 1.087 -0.06
H -1.752 -3.171 -5.388 0.10
H -1.721 -1.408 -5.474 0.09
H -0.210 -2.318 -5.459 0.09
H -2.297 -4.054 -2.966 0.12
H 0.044 -0.011 -4.533 0.11
H 4.777 -0.001 -3.354 0.13
H 3.527 -0.019 -5.668 0.10
H 1.998 -0.901 -5.590 0.09
H 1.997 0.863 -5.600 0.09
H 2.623 0.031 0.916 0.01
H 4.112 0.046 2.882 0.11
H 6.567 0.045 2.541 0.12
H 7.500 0.027 0.252 0.12
H 6.016 0.008 -1.691 0.12
H -2.289 4.042 -2.978 0.12
H -1.757 3.144 -5.398 0.10
H -0.215 2.290 -5.470 0.09
H -1.727 1.381 -5.476 0.09
H -2.789 5.015 -1.128 0.11
H -3.576 6.057 0.941 0.12
H -3.236 4.935 3.114 0.11
H -2.106 2.738 3.197 0.09
H -1.312 1.688 1.119 0.00
H -2.789 -5.025 -1.106 0.11
H -3.591 -6.048 0.966 0.12
H -3.276 -4.902 3.130 0.11
H -2.159 -2.698 3.200 0.09
H -1.354 -1.663 1.118 0.01
S 0.402 -0.010 2.416 0.71
C 0.104 -0.012 4.105 -0.75
N -0.008 -1.165 4.752 0.04
C -0.197 -1.256 6.204 -0.14
C -0.926 -0.011 6.683 -0.15
C -0.166 1.220 6.212 -0.14
N 0.010 1.138 4.759 0.04
H 0.144 -2.008 4.223 0.13
H 0.773 -1.346 6.697 0.13
H -0.776 -2.152 6.418 0.13
H -1.001 -0.014 7.768 0.13
H -1.935 0.003 6.268 0.13
H 0.810 1.276 6.699 0.13
H -0.718 2.129 6.441 0.13
H 0.169 1.983 4.235 0.13
```

For the total energy, the calculation gives -62952.6899 eV. The calculation puts the LUMO energy (alpha / beta) at -0.362 / -0.361 hartree. The calculation puts the orbital gap (alpha / beta) at 3.229 / 3.240 eV. The energy above the lowest of the compared OMol25 structures with the same formula, charge and spin comes out at 17.33 kcal per mole. The spin multiplicity is 1. As for the charge: +2. For the molar mass, the calculation gives 796.6 g mol⁻¹.